Model a:
Density functional theory data (the ωB97M-V functional and the def2-TZVPD basis) for a cluster of 2 separate species, C3H10N2O3 in total.

Output
Total charge: 0
HOMO-LUMO gap: 9.92 eV
LUMO: -0.0033 hartree
M: 122.124 g/mol
Structure (SMILES): C/N=N/C.OC(O)O

Atoms and positions in Å:
C  1.34992  1.56297  1.18934
N  0.10183  0.84218  1.10003
N  -0.74142  1.34067  0.30965
C  -2.03125  0.70268  0.33489
H  1.24012  2.60483  0.88202
H  2.07193  1.05135  0.54821
H  1.69159  1.51325  2.22308
H  -2.72127  1.36662  0.85672
H  -2.36788  0.60340  -0.69728
H  -2.01909  -0.28498  0.80635
O  -0.63432  -1.87242  -1.71717
C  0.37063  -1.15434  -1.05938
O  1.58207  -1.21792  -1.74976
O  0.49941  -1.50581  0.24290
H  -0.65075  -2.76549  -1.34933
H  0.06106  -0.06899  -1.12866
H  1.89809  -2.13184  -1.70332
H  0.29933  -0.58615  0.91172

Model b:
Density functional theory data (the ωB97M-V functional and the def2-TZVPD basis) for a cluster of 3 separate species, C3H10N2O3 in total.

Output
Total charge: 0
HOMO-LUMO gap: 9.97 eV
LUMO: 0.0139 hartree
M: 122.124 g/mol
Structure (SMILES): [H]/N=N/O.O=CO.CC

Atoms and positions in Å:
H  -0.66065  0.11913  2.51012
N  0.00841  0.66886  1.96761
N  -0.60431  1.65473  1.47520
O  0.27659  2.42926  0.74875
H  -0.26652  3.12303  0.34765
O  -1.75766  -0.72073  -1.58697
C  -1.79567  -0.38399  -0.43309
O  -1.94631  -1.21355  0.61571
H  -1.96314  0.65237  -0.07477
H  -1.78035  -2.12781  0.31048
C  1.10269  -0.98972  -0.18996
C  1.44813  -0.08713  -1.35943
H  0.67469  -1.93339  -0.52093
H  2.00599  -1.28767  0.34654
H  0.67503  -0.31590  0.82195
H  0.57244  0.07222  -1.98503
H  2.21501  -0.54043  -1.99133
H  1.79561  0.88072  -1.00250

model a is favored, and the nearest alternative lies 0.0518 hartree above it.

Model a:
Density functional theory data (the ωB97M-V functional and the def2-TZVPD basis) for a cluster of 2 separate species, C4H6ClN in total.

Output
Total charge: 0
HOMO-LUMO gap: 9.75 eV
LUMO: 0.0264 hartree
M: 103.552 g/mol
Structure (SMILES): C=C1N=C1C.Cl

Atoms and positions in Å:
C  -1.33020  -1.47190  1.17073
C  -0.75726  -0.38926  0.78766
N  0.05105  0.74301  1.21556
C  -0.31357  0.65656  -0.03128
C  -0.35109  1.17452  -1.38483
H  -1.86757  -2.05005  0.48557
H  -1.21002  -1.93951  2.16707
H  0.06976  2.10901  -1.61175
H  -1.38257  1.18887  -1.64038
H  0.22214  0.53298  -1.94913
Cl  3.91774  0.10202  0.17273
H  2.95159  -0.65624  0.61806

Model b:
Density functional theory data (the ωB97M-V functional and the def2-TZVPD basis) for an isolated molecule of C4H6ClN.

Output
Total charge: 0
HOMO-LUMO gap: 10.00 eV
LUMO: 0.0358 hartree
M: 103.552 g/mol
Structure (SMILES): Cl/C=C\[C@H]1CN1

Atoms and positions in Å:
Cl  1.69293  2.24142  -1.30435
C  0.86911  0.74130  -1.74423
C  0.24731  -0.04710  -0.85266
C  0.02732  0.21640  0.58168
C  -1.16707  -0.35114  1.24677
N  0.11961  -0.94124  1.48274
H  1.09197  0.45171  -2.77705
H  -0.11374  -0.98174  -1.24737
H  0.43032  1.16974  0.97403
H  -1.87939  -0.91179  0.61062
H  -1.55456  0.19817  2.08854
H  0.23619  -1.78573  0.94129

model b is favored, and the nearest alternative lies 0.0465 hartree above it.

Model a:
Density functional theory data (the ωB97M-V functional and the def2-TZVPD basis) for a cluster of 2 separate species, C3H3Cl2NO in total.

Output
Total charge: 0
HOMO-LUMO gap (spin up / spin down): 8.80 / 9.02 eV
LUMO (spin up / spin down): -0.0314 / -0.0202 hartree
M: 139.969 g/mol

Atoms and positions in Å:
C  -1.28262  0.90156  0.02913
C  2.45927  -1.44454  0.43435
C  3.03360  -0.31821  0.23169
N  -1.02311  -0.21475  0.52135
O  -0.09637  -0.99541  0.71025
Cl  4.78463  -0.11465  -0.02086
Cl  2.22583  1.20578  0.18088
H  -0.53233  1.54856  -0.41734
H  -2.30330  1.23580  0.07066
H  2.59971  -2.48743  0.52278

Model b:
Density functional theory data (the ωB97M-V functional and the def2-TZVPD basis) for an isolated molecule of C3H3Cl2NO.

Output
Total charge: 0
HOMO-LUMO gap (spin up / spin down): 7.33 / 7.21 eV
LUMO (spin up / spin down): -0.1130 / -0.1174 hartree
M: 139.969 g/mol

Atoms and positions in Å:
C  -0.23101  0.66104  0.85925
C  0.68143  0.23559  -0.23236
C  2.01507  0.53763  0.28879
N  0.10987  1.31885  1.81704
O  2.20167  1.42638  1.08011
Cl  2.58356  -1.17854  0.79840
Cl  3.01060  0.78415  -1.33248
H  -1.21755  0.40135  0.86880
H  0.64351  -0.85203  -0.50657
H  0.30025  0.83511  -1.19920

model b is favored, and the nearest alternative lies 0.0679 hartree above it.